No. 1
CH5ClS | the ωB97M-V functional and the def2-TZVPD basis

E_LUMO   -3.4 eV
Frontier orbital gap   0.177 Ha
Total charge   0
HOMO   -0.3013 Eh

```
8
Properties=species:S:1:pos:R:3:forces:R:3
Cl 2.00812 -1.05733 -0.03957 0.02 -1.08 0.27
S -1.01040 -1.55203 -0.23968 -0.14 5.43 3.00
C -1.21259 0.29475 0.12847 2.15 -3.65 -0.79
H -1.34326 1.11322 -0.57986 -0.81 -0.81 -0.52
H 2.11894 1.47495 -0.54351 -4.02 -1.41 -0.83
H 0.79847 0.90996 -0.81168 3.46 1.78 0.68
H -0.83650 -1.81982 1.17087 0.16 0.29 -2.20
H -0.52277 0.63630 0.91497 -0.81 -0.57 0.39
```
Forces are in eV/Å.

=====

No. 2
CH5F3N3 | the ωB97M-V functional and the def2-TZVPD basis

E_LUMO   -6.8 eV
Frontier orbital gap   0.328 Ha
Total charge   +1
HOMO   -0.5766 Eh

```
12
Properties=species:S:1:pos:R:3:forces:R:3
F -0.12967 -2.84414 -0.16155 0.42 0.88 0.29
F -0.16608 1.04793 -2.38291 -0.47 0.49 0.77
F 1.14545 2.60820 -0.04716 0.61 0.88 0.81
N -0.68613 -1.89935 0.73558 0.47 -0.57 0.42
N -0.32489 0.21831 -0.40928 -1.31 1.70 -0.29
N 0.39115 0.38912 -1.39056 0.71 -1.43 -0.06
C 0.01507 -0.67815 0.72948 2.75 -0.35 1.63
H 1.10051 -1.05842 0.71462 -1.29 1.42 -0.23
H -1.21141 0.77565 -0.21228 0.82 -0.62 -1.11
H -0.17881 0.00804 1.63952 0.17 -1.59 -1.21
H 1.62549 3.27893 0.43415 -0.66 -0.91 -0.77
H -1.58067 -1.84612 0.35040 -2.21 0.11 -0.26
```
Forces are in eV/Å.

=====

No. 3
CH5FN3 | the ωB97M-V functional and the def2-TZVPD basis

E_LUMO (alpha / beta)   -3.8 / -3.8 eV
Frontier orbital gap (alpha / beta)   0.355 / 0.355 Ha
Total charge   +1
HOMO (alpha / beta)   -0.4948 / -0.4949 Eh

```
10
Properties=species:S:1:pos:R:3:forces:R:3
F -1.31549 1.33288 0.04711 -0.88 -0.13 0.08
N -2.17447 -0.78242 -0.03440 0.96 0.15 0.74
N 0.57807 -0.65001 0.03930 -4.70 1.11 -0.08
N 1.50159 0.48269 -0.05041 -0.79 1.14 -1.47
C -1.19651 0.05082 0.03621 6.77 -2.37 -0.46
H -1.90468 -1.80342 0.05765 -0.85 1.62 -0.20
H -3.07091 -0.35162 0.16059 -0.64 -0.82 -0.19
H 0.96530 1.36435 0.09634 0.93 -0.43 1.38
H 1.77932 0.73966 -1.04239 0.44 -1.26 0.97
H 2.33127 0.24634 0.56947 -1.25 0.99 -0.77
```
Forces are in eV/Å.

=====

No. 4
CH5FP2 | the ωB97M-V functional and the def2-TZVPD basis

E_LUMO   -1.2 eV
Frontier orbital gap   0.274 Ha
Total charge   0
HOMO   -0.3191 Eh

```
9
Properties=species:S:1:pos:R:3:forces:R:3
P -1.01219 -1.73629 1.08301 0.46 0.22 1.48
P -0.03005 -0.58244 -1.13810 0.72 -0.10 1.19
F -0.46360 -2.43227 2.62538 -0.06 1.24 -2.72
C 0.23123 1.27117 -0.75084 0.97 -1.89 0.50
H 1.44219 -0.84978 -1.26700 -1.51 0.03 0.24
H -0.62426 1.76178 -0.26455 0.76 -0.47 0.76
H 0.31249 1.83287 -1.64235 0.23 0.25 -1.46
H -1.13795 -0.42721 1.70825 -0.05 -0.55 -0.55
H 1.28214 1.16216 -0.35381 -1.54 1.27 0.55
```
Forces are in eV/Å.

=====

No. 5
CH5IN2 | the ωB97M-V functional and the def2-TZVPD basis

E_LUMO   -0.2 eV
Frontier orbital gap   0.325 Ha
Total charge   0
HOMO   -0.3330 Eh

```
9
Properties=species:S:1:pos:R:3:forces:R:3
I -0.36547 -1.72026 -1.50086 -0.19 0.06 0.04
N -0.19059 0.17498 -0.61049 -2.57 -0.19 1.29
N -1.33405 0.44106 0.37742 -0.89 1.08 -4.15
C 1.06385 0.25241 0.06988 3.71 -1.03 0.56
H 1.84427 -0.56459 -0.20993 -1.46 1.44 -0.52
H -1.48638 -0.28729 1.04227 0.28 -1.03 0.35
H -2.26768 0.48384 -0.25905 3.05 -0.14 1.93
H 1.61909 1.21793 -0.03003 -0.92 -0.46 -0.23
H 1.11697 0.00192 1.12080 -1.02 0.26 0.73
```
Forces are in eV/Å.

=====

No. 6
CH5IN2 | the ωB97M-V functional and the def2-TZVPD basis

E_LUMO   0.9 eV
Frontier orbital gap   0.375 Ha
Total charge   0
HOMO   -0.3419 Eh

```
9
Properties=species:S:1:pos:R:3:forces:R:3
I 3.86001 0.04617 0.21518 0.48 -0.19 0.23
N 0.39683 0.23296 -0.78605 0.28 0.34 -4.57
N -0.01801 0.17116 0.31704 -0.53 0.93 3.66
C -1.39467 -0.16663 0.53589 0.75 -3.23 0.97
H -1.28757 -1.17968 1.03829 -0.36 1.09 -0.11
H 2.64896 0.82371 -0.44997 -0.40 0.13 -0.19
H -2.08065 0.40014 1.12315 0.19 1.00 0.37
H -1.73947 -0.44374 -0.40989 -1.49 -0.05 -1.79
H -0.38543 0.11591 -1.58364 1.06 -0.02 1.42
```
Forces are in eV/Å.

=====

It is found that the E values, taken in the order of the records, are -899.15758 -504.47280 -304.81071 -823.57943 -448.20619 -448.21565 Ha.
It is found that the ΔE to the lowest compared entry with this formula, charge and spin values, taken in the order of the records, are 809.38 5.28 319.64 209.60 122.40 97.57 kJ/mol.
It is found that the molar mass values, taken in the order of the records, are 84.571 116.066 78.070 97.997 171.969 171.969 g mol⁻¹.